{"formula": "C32H45As3MoNO5S", "method": "ωB97M-V/def2-TZVPD", "orbital_gap_ha": 0.19206, "energy_ev": -240820.2674, "total_charge": 3, "symbols": ["Mo", "O", "C", "C", "C", "C", "C", "C", "C", "O", "N", "O", "O", "H", "H", "H", "H", "C", "As", "C", "C", "C", "C", "C", "As", "C", "C", "C", "As", "C", "C", "H", "H", "H", "H", "H", "H", "H", "H", "H", "H", "H", "H", "H", "H", "H", "H", "H", "H", "H", "H", "H", "H", "H", "H", "H", "H", "H", "O", "S", "C", "C", "C", "C", "C", "C", "C", "C", "C", "C", "C", "C", "C", "C", "H", "H", "H", "H", "H", "H", "H", "H", "H", "H", "H", "H", "H", "H"], "coordinates": [[0.236900, 0.156150, 0.396952], [0.426569, 0.337567, 2.502824], [1.414999, 0.264619, 3.256271], [2.742613, -0.049611, 2.822405], [3.784890, -0.082846, 3.756717], [5.052142, -0.376235, 3.318049], [5.330855, -0.644777, 1.985920], [4.306010, -0.619889, 1.049019], [3.024971, -0.321413, 1.469569], [1.998941, -0.304912, 0.573336], [6.159915, -0.404659, 4.308351], [5.852575, -0.191821, 5.457571], [7.260404, -0.637664, 3.874803], [1.250405, 0.444705, 4.322807], [3.616750, 0.117392, 4.808230], [6.350199, -0.870136, 1.699585], [4.503113, -0.832780, 0.007282], [-0.593959, 0.409251, -3.488335], [0.647553, -0.261320, -2.159098], [2.332693, 0.515802, -2.695618], [1.022780, -2.133841, -2.563291], [0.038549, -3.242408, -2.164248], [0.579964, -4.543358, -2.781187], [0.045017, -3.481103, -0.642787], [-0.751213, -2.174931, 0.558704], [-0.432128, -2.926317, 2.307140], [-2.679873, -2.176864, 0.385865], [-1.381136, -2.969917, -2.670026], [-1.599741, -2.898977, -4.661458], [-3.426287, -2.195719, -4.595649], [-2.079952, -4.763262, -4.995053], [-1.628855, 0.230229, -3.205988], [-0.385973, -0.104470, -4.426876], [-0.421056, 1.480353, -3.607885], [2.494467, 0.312466, -3.754222], [3.140430, 0.067608, -2.119889], [2.313073, 1.584858, -2.526081], [2.001758, -2.330467, -2.116129], [1.161238, -2.149268, -3.647495], [1.555686, -4.803304, -2.366584], [0.696861, -4.436312, -3.860101], [-0.102812, -5.373661, -2.594759], [1.064095, -3.622962, -0.269900], [-0.505097, -4.400465, -0.419492], [-0.892062, -3.913156, 2.357559], [-0.869013, -2.285348, 3.070271], [0.639664, -3.028228, 2.472640], [-2.999649, -3.210579, 0.256168], [-3.007998, -1.592360, -0.469067], [-3.110488, -1.787609, 1.307384], [-1.738752, -2.000660, -2.298968], [-2.066275, -3.731741, -2.284634], [-3.432638, -1.156655, -4.265104], [-4.054774, -2.795262, -3.936768], [-3.845633, -2.225014, -5.600071], [-1.195881, -5.393097, -5.058714], [-2.589172, -4.804219, -5.957273], [-2.752217, -5.141235, -4.224959], [-1.358402, 1.121493, 0.344370], [-2.596411, 2.119048, 0.231015], [-3.427416, 2.029352, 1.874448], [-2.905359, 2.891074, 2.971990], [-3.579690, 4.069476, 3.286718], [-3.118106, 4.881501, 4.312578], [-1.983148, 4.520442, 5.024599], [-1.312112, 3.341907, 4.717433], [-1.771369, 2.527604, 3.694571], [-1.767557, 3.765689, 0.193768], [-0.351790, 3.654255, -0.274043], [0.698313, 3.502600, 0.629881], [2.010420, 3.502164, 0.167083], [2.272402, 3.667909, -1.188755], [1.223167, 3.815943, -2.089352], [-0.085047, 3.792525, -1.635378], [-3.437075, 0.958597, 2.090308], [-4.446052, 2.310027, 1.588506], [-4.476088, 4.348281, 2.744101], [-3.650801, 5.789101, 4.561271], [-1.629186, 5.149173, 5.830302], [-0.441056, 3.056479, 5.292815], [-1.268695, 1.593642, 3.467588], [-1.868757, 4.160414, 1.204526], [-2.378689, 4.345247, -0.498309], [0.494481, 3.444098, 1.693384], [2.829290, 3.435102, 0.871946], [3.295759, 3.717455, -1.538883], [1.427336, 3.989626, -3.139275], [-0.901767, 3.969629, -2.326885]], "atomic_forces_ev_per_a": [[0.075, 0.391, -0.198], [0.115, 0.002, 0.140], [-0.097, -0.035, -0.020], [0.046, 0.025, -0.110], [-0.047, -0.005, 0.031], [0.024, -0.009, -0.062], [0.021, 0.015, 0.079], [-0.109, -0.005, -0.077], [0.150, -0.039, 0.175], [0.009, -0.056, -0.099], [0.026, -0.017, 0.026], [-0.012, 0.011, -0.013], [-0.013, 0.001, -0.009], [0.001, 0.011, 0.004], [-0.003, 0.002, -0.002], [-0.001, -0.001, -0.001], [-0.003, -0.001, 0.003], [0.039, 0.072, 0.050], [0.046, -0.099, 0.057], [0.005, -0.102, -0.072], [-0.051, 0.006, -0.046], [0.038, -0.034, 0.029], [-0.012, -0.001, 0.009], [-0.090, 0.015, 0.021], [0.109, -0.033, -0.044], [-0.002, -0.031, -0.015], [0.032, -0.014, 0.015], [-0.020, -0.016, -0.041], [0.017, 0.032, 0.033], [0.007, -0.009, 0.008], [0.001, 0.012, 0.011], [0.003, -0.010, 0.027], [-0.001, 0.008, -0.005], [-0.020, -0.092, 0.038], [-0.018, -0.020, 0.006], [-0.019, -0.002, 0.015], [0.025, 0.002, -0.028], [0.010, 0.033, -0.001], [-0.007, 0.011, -0.003], [-0.001, 0.002, -0.003], [0.000, -0.002, -0.004], [0.003, -0.002, 0.002], [-0.001, 0.011, -0.005], [0.006, -0.004, 0.006], [-0.002, 0.001, -0.006], [0.001, 0.004, 0.003], [-0.002, 0.009, 0.010], [0.001, 0.002, 0.002], [0.018, 0.012, 0.004], [0.017, 0.016, 0.005], [-0.006, 0.027, -0.010], [0.001, -0.001, -0.003], [0.011, 0.001, 0.007], [-0.006, 0.004, 0.000], [0.002, -0.011, -0.001], [0.003, 0.003, 0.013], [-0.002, 0.010, -0.001], [-0.003, -0.005, -0.006], [-0.257, -0.199, 0.163], [0.078, 0.057, -0.151], [-0.167, 0.092, -0.042], [0.034, 0.050, -0.039], [0.023, 0.024, -0.053], [0.002, 0.004, 0.010], [0.001, -0.008, -0.003], [0.007, 0.012, -0.029], [0.041, -0.084, -0.019], [-0.076, -0.127, 0.236], [-0.100, 0.093, -0.311], [-0.017, -0.277, 0.046], [0.055, -0.052, -0.066], [-0.037, 0.074, 0.062], [0.101, 0.066, 0.016], [-0.015, 0.162, 0.068], [0.073, -0.014, -0.050], [-0.016, -0.029, 0.017], [-0.001, -0.002, 0.005], [0.000, -0.003, 0.004], [-0.001, 0.002, -0.001], [-0.011, 0.001, 0.014], [-0.039, 0.057, 0.044], [0.077, 0.043, 0.033], [-0.062, -0.022, 0.025], [-0.031, 0.041, 0.049], [0.012, -0.002, 0.002], [-0.005, 0.008, 0.013], [0.001, -0.022, 0.029], [0.020, -0.044, -0.017]], "lowdin_charge": [1.3009, -0.1694, -0.0904, -0.1078, 0.1001, -0.0864, 0.0853, 0.0532, -0.2441, -0.3223, -0.3421, 0.1273, 0.1399, 0.1639, 0.1492, 0.1475, 0.1332, -0.2496, 1.1088, -0.2324, -0.3229, -0.6898, -0.0526, -0.2972, 1.1241, -0.2385, -0.2336, -0.3839, 1.1273, -0.3231, -0.3153, 0.0184, 0.0283, 0.0298, 0.0645, 0.0314, -0.0061, 0.0918, 0.0808, 0.1010, 0.0779, 0.1031, 0.0958, 0.1054, 0.0602, 0.0416, 0.0441, 0.0603, 0.0276, 0.0407, 0.0253, 0.0857, 0.0042, 0.0333, 0.0344, 0.0193, 0.0360, 0.0357, -0.7458, 1.1753, -0.2346, -0.3136, -0.0269, -0.0280, -0.0316, -0.0503, -0.0516, -0.2059, -0.3002, -0.0526, -0.0522, -0.0656, -0.0623, -0.0319, 0.1066, 0.1138, 0.1293, 0.1267, 0.1249, 0.1123, 0.0876, 0.0990, 0.1190, 0.1183, 0.1197, 0.1280, 0.1311, 0.1315]}